Run one
A single C5H11NO2 molecule, computed with ωB97M-V with the def2-TZVPD basis set.

Molecular weight: 117.15 g mol⁻¹
HOMO energy: -8.846 eV
Frontier orbital gap: 9.74 eV
Charge: 0

```
19
C5H11NO2 (ωB97M-V with the def2-TZVPD basis set)
C 0.397 -1.071 -0.505
H -2.673 -1.019 1.632
N -2.004 -0.819 -0.151
O -2.219 -0.308 1.159
O -0.829 -1.609 -0.162
C 1.099 -0.123 0.109
H 0.795 -1.562 -1.388
H 2.639 -0.184 -1.393
H -1.762 -0.081 -2.057
H -0.144 0.113 1.845
H 0.372 1.623 1.108
C 0.682 0.608 1.347
H -1.165 1.028 -0.792
H -2.915 0.793 -1.020
H 2.487 1.363 -0.544
H 1.522 0.672 2.032
H 3.222 -0.012 0.266
C 2.438 0.282 -0.432
C -1.943 0.307 -1.056
```



Run two
2 unconnected molecules or ions with the total composition C5H11NO2, computed with ωB97M-V with the def2-TZVPD basis set.

Molecular weight: 117.15 g mol⁻¹
HOMO energy: -8.397 eV
Frontier orbital gap: 9.12 eV
Charge: 0

```
19
C5H11NO2 (ωB97M-V with the def2-TZVPD basis set)
H 1.774 2.078 -0.331
C -0.547 -1.627 0.715
H 1.496 -0.396 -0.505
H -1.379 1.511 0.159
H 0.989 2.149 1.218
H -2.452 -2.213 0.930
C 0.884 1.733 0.187
C -0.508 1.739 -0.477
O -0.652 2.255 -1.538
C 1.192 0.222 0.432
N -1.559 -2.260 1.508
C -0.079 -0.381 1.102
H 2.118 0.158 1.058
H -0.107 0.051 -2.811
H -1.956 -1.700 2.314
H 0.859 -1.022 -3.122
O 0.733 -0.297 -2.502
H -0.575 0.221 1.801
H -0.232 -2.223 -0.136
```



Short version: run two is the most stable of them.



Run one
A single C5H11NO2 molecule, computed with ωB97M-V with the def2-TZVPD basis set.

Molecular weight: 117.15 g mol⁻¹
HOMO energy: -8.607 eV
Frontier orbital gap: 9.19 eV
Charge: 0

```
19
C5H11NO2 (ωB97M-V with the def2-TZVPD basis set)
H -0.718 -2.320 0.871
H -0.853 1.838 -1.020
H 1.207 0.745 1.692
H 2.746 0.256 -1.777
C -0.423 0.410 0.568
N 0.269 0.379 1.840
H -1.549 -2.019 -0.675
O 1.950 0.500 -1.270
C -0.371 1.822 -0.034
H -2.247 0.133 -0.002
C 1.180 -0.618 -1.120
H -0.209 1.029 2.457
C 0.117 -0.710 -0.305
C -0.573 -2.049 -0.180
O -1.792 0.171 0.853
H 0.644 2.213 -0.139
H -0.933 2.530 0.588
H 1.549 -1.454 -1.706
H 0.005 -2.856 -0.643
```



Run two
2 unconnected molecules or ions with the total composition C5H11NO2, computed with ωB97M-V with the def2-TZVPD basis set.

Molecular weight: 117.15 g mol⁻¹
HOMO energy: -8.919 eV
Frontier orbital gap: 9.70 eV
Charge: 0

```
19
C5H11NO2 (ωB97M-V with the def2-TZVPD basis set)
H 1.918 0.477 -1.223
O -1.462 -1.654 0.222
C -1.721 -0.600 0.769
H 0.623 -1.184 -2.245
H -0.672 0.788 -1.510
H 1.013 -0.886 1.368
C 1.191 -0.086 -0.626
C -0.247 1.916 0.192
H 0.203 -1.844 -0.785
H 2.629 -0.981 0.675
O -2.795 0.149 0.458
H -0.989 2.673 -0.008
C 1.744 -0.352 0.766
H -3.224 -0.218 -0.329
H 2.027 0.574 1.262
N 0.930 -1.328 -1.289
H -1.354 -0.323 1.767
C -0.120 0.844 -0.576
H 0.306 2.035 1.111
```



Short version: run one is the most stable of them.